66
Properties=species:S:1:pos:R:3:lowdin_charge:R:1 method="wB97M-V/def2-TZVPD" total_charge=+2 gap_ha=0.092 lumo_ev=-11.6
C -1.284 -1.928 -1.982 -0.037
C -1.751 -0.469 -1.961 -0.209
C -0.578 0.486 -1.713 -0.293
C 0.064 0.736 -3.076 -0.023
N -0.922 1.811 -1.001 -0.168
P -2.244 2.747 -1.836 0.768
S -4.027 2.120 -1.443 0.847
C 0.293 2.725 -1.087 -0.075
C 1.502 2.151 -0.327 -0.355
N 2.526 1.555 -1.132 -0.050
C 2.960 0.218 -0.680 -0.005
C 3.703 2.455 -1.159 -0.471
C 3.936 3.213 -2.412 0.033
O 4.381 2.553 -0.187 0.158
O 1.094 1.355 0.718 -0.018
C -0.026 1.968 1.350 -0.049
C -1.285 1.820 0.477 -0.281
C -2.102 0.654 1.055 -0.064
C -1.364 -0.634 1.408 -0.184
O -2.197 -1.723 1.095 -0.099
C -1.597 -2.978 1.297 -0.088
C -1.590 -3.422 2.776 -0.407
F -2.379 -2.595 3.492 0.149
F -2.097 -4.666 2.875 0.149
C -0.193 -3.420 3.448 -0.350
F -0.369 -3.303 4.771 0.178
F 0.497 -2.330 3.024 0.129
C 0.693 -4.680 3.238 -0.397
F 0.149 -5.732 3.847 0.183
F 1.871 -4.396 3.837 0.154
C 1.055 -5.075 1.804 -0.266
F 1.559 -4.000 1.143 0.083
F -0.043 -5.502 1.144 0.110
C -2.138 3.091 0.658 -0.671
O -3.396 3.012 0.564 -0.025
O -1.571 4.171 0.792 0.134
H -0.249 -2.043 -1.674 0.088
H -1.927 -2.532 -1.369 0.072
H -1.358 -2.329 -2.984 0.093
H -2.156 -0.267 -2.947 0.110
H -2.578 -0.347 -1.282 0.066
H 0.171 -0.053 -1.153 0.114
H 0.974 1.318 -3.046 0.069
H 0.352 -0.253 -3.414 0.115
H -0.640 1.097 -3.814 0.082
H -1.889 2.778 -3.180 0.058
H -2.011 4.022 -1.316 0.079
H 0.521 3.000 -2.105 0.131
H 0.023 3.657 -0.602 0.099
H 1.984 3.070 0.221 0.113
H 2.134 -0.478 -0.667 0.078
H 3.429 0.233 0.296 0.105
H 3.686 -0.145 -1.396 0.110
H 3.868 4.276 -2.196 0.091
H 3.248 2.964 -3.205 0.080
H 4.962 3.041 -2.714 0.111
H 0.230 3.010 1.516 0.129
H -0.196 1.530 2.320 0.164
H -2.447 1.062 1.999 0.149
H -3.017 0.463 0.516 0.095
H -1.216 -0.639 2.484 0.129
H -0.369 -0.735 0.970 0.127
H -0.595 -3.010 0.885 0.113
H -2.194 -3.702 0.760 0.147
H 1.799 -5.864 1.836 0.182
Pd 2.329 4.888 0.443 0.409